No. 1
Density functional theory data (ωB97M-V with the def2-TZVPD basis set) for C2H4N2S2 as an isolated structure at a distorted geometry.

HOMO (alpha / beta)   -8.05 / -8.06 eV
ΔE to the lowest compared entry with this formula, charge and spin   3.677 eV
HOMO-LUMO gap (alpha / beta)   7.29 / 7.28 eV

Last column: natural (NBO) charge in e.
Positions of all 10 atoms, in Å:
C -0.902 -1.265 -0.072  0.083
C -0.026 -0.166 0.490  -0.711
N -2.117 -1.220 -0.249  -0.537
N -0.194 1.894 -0.857  -1.041
S -2.968 0.106 -0.149  0.158
S -0.736 1.409 0.478  0.978
H -0.424 -2.150 -0.160  0.178
H 0.147 -0.422 1.495  0.247
H 0.894 0.011 -0.127  0.284
H -0.559 2.798 -1.049  0.361


No. 2
Density functional theory data (ωB97M-V with the def2-TZVPD basis set) for one molecule with the formula C4H9NO2.

HOMO   -9.53 eV
SMILES string   C/N=C/OCCO
ΔE to the lowest compared entry with this formula, charge and spin   2.305 eV
HOMO-LUMO gap   10.46 eV

Last column: natural (NBO) charge in e.
Positions of all 16 atoms, in Å:
C 2.034 -0.293 -1.461  -0.424
N 1.095 0.064 -0.441  -0.560
C 1.128 0.554 0.711  0.434
O -0.026 0.876 1.339  -0.509
C -1.237 0.851 0.552  -0.115
C -1.988 -0.465 0.686  -0.081
O -1.333 -1.571 0.107  -0.727
H 2.955 -0.798 -1.146  0.187
H 1.478 -0.961 -2.125  0.207
H 2.315 0.587 -2.057  0.206
H 1.967 0.790 1.380  0.156
H -1.842 1.666 0.957  0.196
H -1.005 1.056 -0.497  0.207
H -2.197 -0.636 1.757  0.162
H -2.956 -0.356 0.170  0.177
H -0.389 -1.365 0.067  0.483


No. 3
Density functional theory data (ωB97M-V with the def2-TZVPD basis set) for a 7-piece molecular cluster, C15H29F10N7O15S overall.

HOMO   -9.71 eV
SMILES string   O=S(=O)(F)N(CCCO)CCC(F)(F)C(F)(F)C(F)(F)C(F)(F)F.C[N+](=O)[O-].C[N+](=O)[O-].C[N+](=O)[O-].C[N+](=O)[O-].C[N+](=O)[O-].C[N+](=O)[O-]
ΔE to the lowest compared entry with this formula, charge and spin   0.000 eV
HOMO-LUMO gap   9.48 eV

Last column: Mulliken charge in e.
Positions of all 77 atoms, in Å:
O 3.687 -2.764 2.432  -0.600
S 3.523 -1.354 2.557  1.081
O 4.182 -0.493 1.626  -0.552
F 3.991 -0.968 3.989  -0.219
N 1.930 -0.988 2.700  0.192
C 1.517 0.128 3.592  -0.437
C 1.681 1.557 3.073  -0.493
C 3.108 2.149 3.132  -0.552
O 3.601 2.591 1.869  -0.659
C 1.298 -1.019 1.371  -0.700
C -0.141 -1.569 1.397  -1.836
C -1.275 -0.575 1.627  1.338
F -0.870 0.705 1.413  -0.285
F -2.274 -0.812 0.710  -0.416
C -1.972 -0.627 3.045  0.605
F -1.388 -1.565 3.821  -0.333
F -1.840 0.565 3.686  -0.356
C -3.493 -0.945 3.042  0.427
F -3.722 -2.108 2.416  -0.277
F -3.846 -1.113 4.335  -0.294
C -4.417 0.185 2.446  0.745
F -5.307 -0.349 1.629  -0.266
F -3.726 1.100 1.781  -0.220
F -5.066 0.802 3.418  -0.259
H 2.086 0.044 4.516  0.848
H 0.483 -0.053 3.874  -0.702
H 1.296 1.707 2.060  0.442
H 1.065 2.187 3.714  0.490
H 3.826 1.477 3.607  0.190
H 3.078 3.050 3.751  0.507
H 3.357 1.944 1.197  0.339
H 1.860 -1.736 0.762  0.753
H 1.366 -0.064 0.844  0.340
H -0.189 -2.409 2.088  0.382
H -0.297 -1.959 0.388  0.778
C -0.734 1.847 7.557  -0.817
N 0.343 1.402 6.633  0.951
O 0.625 0.222 6.612  -0.514
O 0.864 2.259 5.946  -0.510
H -1.102 0.981 8.093  0.320
H -0.298 2.580 8.230  0.288
H -1.511 2.303 6.950  0.300
C -1.723 -0.091 -3.201  -0.473
N -0.517 -0.857 -2.792  0.916
O -0.442 -1.248 -1.644  -0.547
O 0.316 -1.047 -3.652  -0.546
H -2.389 -0.005 -2.350  0.213
H -1.385 0.883 -3.541  0.307
H -2.180 -0.638 -4.019  0.095
C -2.366 -1.830 -7.965  -0.512
N -2.504 -0.712 -6.995  0.981
O -3.170 -0.906 -5.993  -0.596
O -1.944 0.332 -7.253  -0.542
H -2.909 -2.682 -7.584  0.096
H -2.773 -1.487 -8.911  0.295
H -1.305 -2.049 -8.060  0.276
C 7.474 3.760 3.903  -0.760
N 6.057 3.656 4.346  0.917
O 5.740 2.694 5.015  -0.533
O 5.312 4.548 4.003  -0.499
H 8.013 2.900 4.281  0.314
H 7.468 3.784 2.818  0.299
H 7.869 4.689 4.303  0.281
C 1.470 0.752 -6.389  -0.554
N 2.391 0.249 -7.445  0.910
O 2.570 -0.949 -7.517  -0.537
O 2.898 1.078 -8.170  -0.559
H 1.099 -0.093 -5.822  0.225
H 2.037 1.432 -5.760  0.300
H 0.664 1.278 -6.892  0.230
C -6.419 -3.612 -6.024  -0.747
N -5.168 -3.773 -6.812  0.851
O -4.209 -4.279 -6.268  -0.506
O -5.185 -3.377 -7.962  -0.507
H -6.246 -4.005 -5.030  0.313
H -6.648 -2.551 -6.001  0.286
H -7.199 -4.159 -6.544  0.294